1.
ORCA calculation (wB97M-V/def2-TZVPD) on a cluster of 5 separate species, C5H20N10O5 in total at a distorted geometry.

```
! RIJCOSX wB97M-V def2-TZVPD def2/J DEFGRID3
* xyz 0 1
O -6.21 6.58 2.65
O -10.14 11.36 10.83
O -9.85 10.31 1.45
O -11.34 6.98 4.58
O -9.22 8.77 5.98
N -10.15 8.59 2.89
N -7.48 9.47 7.26
N -9.37 10.17 12.62
N -11.21 11.46 12.82
N -6.85 7.58 4.60
N -9.56 10.29 7.66
N -12.80 5.79 5.86
N -11.04 6.78 6.85
N -8.04 5.81 3.72
N -9.54 10.54 3.75
C -6.97 6.64 3.62
C -10.18 11.07 12.03
C -8.80 9.45 6.94
C -9.84 9.87 2.61
C -11.66 6.50 5.68
H -9.39 10.02 4.60
H -10.05 8.15 3.80
H -6.27 8.37 4.36
H -10.40 7.57 6.69
H -11.91 12.13 12.55
H -11.25 11.24 13.80
H -13.04 5.18 6.61
H -8.84 6.07 4.27
H -8.57 10.03 12.01
H -9.23 10.06 13.60
H -8.01 5.05 3.08
H -7.66 7.58 5.20
H -6.93 8.98 6.58
H -9.19 10.80 8.44
H -13.43 5.75 5.08
H -10.54 10.04 7.64
H -11.36 6.54 7.76
H -10.49 8.04 2.12
H -7.15 9.89 8.10
H -9.52 11.55 3.74
*
```

## Properties
LUMO level: -0.11 eV
SMILES: NC(N)=O.NC(N)=O.NC(N)=O.NC(N)=O.NC(N)=O
E_tot: -30652.6355 eV
F_max: 2.46 eV/A
gap between HOMO and LUMO: 8.3 eV
relative energy (zero: lowest compared OMol25 entry of this formula, charge and spin): 98.9 kJ/mol

=====

2.
ORCA calculation (wB97M-V/def2-TZVPD) on an isolated molecule of C20H23N3O3S at a distorted geometry.

```
! RIJCOSX wB97M-V def2-TZVPD def2/J DEFGRID3
* xyz 0 1
S 1.44 -2.38 -5.24
O -1.49 1.19 1.45
O 0.97 -3.30 -2.24
O 0.13 -0.12 -1.10
N 1.48 -1.57 0.04
N -1.85 -0.02 0.85
N 3.19 -1.04 -3.86
C -0.77 3.97 2.35
C 1.80 -2.40 -2.34
C -2.11 5.90 2.98
C -0.81 -1.05 0.93
C 0.31 -0.83 -0.09
C 3.43 -0.77 -5.17
C -3.12 5.45 2.17
C 2.39 -1.76 -1.07
C -1.59 2.34 0.61
C -3.03 -1.92 0.49
C -0.91 5.15 3.09
C -1.58 -2.35 0.58
C 3.51 -2.60 -0.48
C -1.80 3.56 1.46
C -2.99 4.30 1.39
C 2.58 -1.33 -6.07
C 3.18 -2.83 1.02
C 2.22 -1.90 -3.68
C -3.13 -0.58 1.21
C 1.68 -2.53 1.08
H 3.72 -2.11 1.66
H 4.43 -2.03 -0.47
H -3.23 -0.70 2.31
H 4.21 -0.05 -5.47
H 1.42 -2.22 2.10
H -3.65 -2.66 0.96
H 3.74 -3.52 -1.02
H 0.18 3.43 2.44
H -3.95 0.03 0.83
H 1.08 -3.41 0.84
H -1.26 -2.73 -0.40
H -0.42 -1.01 1.94
H -0.68 2.49 0.04
H -4.04 6.02 2.17
H -3.33 -1.76 -0.55
H 2.83 -0.78 -1.33
H -1.46 -3.09 1.36
H -0.14 5.45 3.78
H -2.45 2.21 -0.08
H 3.36 -3.87 1.39
H 2.55 -1.14 -7.15
H -2.23 6.84 3.54
H -3.79 3.99 0.73
*
```

## Properties
LUMO level: -0.38 eV
SMILES: O=C(c1nccs1)[C@@H]1CCCN1C(=O)[C@@H]1CCCN1OCc1ccccc1
E_tot: -42559.1451 eV
F_max: 2.56 eV/A
gap between HOMO and LUMO: 7.9 eV
relative energy (zero: lowest compared OMol25 entry of this formula, charge and spin): 426.6 kJ/mol

=====

Q: Number 1 is which compound?
A: C5H20N10O5

=====

What did the second record say?
ORCA calculation (wB97M-V/def2-TZVPD) on an isolated molecule of C20H23N3O3S at a distorted geometry.

```
! RIJCOSX wB97M-V def2-TZVPD def2/J DEFGRID3
* xyz 0 1
S 1.44 -2.38 -5.24
O -1.49 1.19 1.45
O 0.97 -3.30 -2.24
O 0.13 -0.12 -1.10
N 1.48 -1.57 0.04
N -1.85 -0.02 0.85
N 3.19 -1.04 -3.86
C -0.77 3.97 2.35
C 1.80 -2.40 -2.34
C -2.11 5.90 2.98
C -0.81 -1.05 0.93
C 0.31 -0.83 -0.09
C 3.43 -0.77 -5.17
C -3.12 5.45 2.17
C 2.39 -1.76 -1.07
C -1.59 2.34 0.61
C -3.03 -1.92 0.49
C -0.91 5.15 3.09
C -1.58 -2.35 0.58
C 3.51 -2.60 -0.48
C -1.80 3.56 1.46
C -2.99 4.30 1.39
C 2.58 -1.33 -6.07
C 3.18 -2.83 1.02
C 2.22 -1.90 -3.68
C -3.13 -0.58 1.21
C 1.68 -2.53 1.08
H 3.72 -2.11 1.66
H 4.43 -2.03 -0.47
H -3.23 -0.70 2.31
H 4.21 -0.05 -5.47
H 1.42 -2.22 2.10
H -3.65 -2.66 0.96
H 3.74 -3.52 -1.02
H 0.18 3.43 2.44
H -3.95 0.03 0.83
H 1.08 -3.41 0.84
H -1.26 -2.73 -0.40
H -0.42 -1.01 1.94
H -0.68 2.49 0.04
H -4.04 6.02 2.17
H -3.33 -1.76 -0.55
H 2.83 -0.78 -1.33
H -1.46 -3.09 1.36
H -0.14 5.45 3.78
H -2.45 2.21 -0.08
H 3.36 -3.87 1.39
H 2.55 -1.14 -7.15
H -2.23 6.84 3.54
H -3.79 3.99 0.73
*
```

## Properties
LUMO level: -0.38 eV
SMILES: O=C(c1nccs1)[C@@H]1CCCN1C(=O)[C@@H]1CCCN1OCc1ccccc1
E_tot: -42559.1451 eV
F_max: 2.56 eV/A
gap between HOMO and LUMO: 7.9 eV
relative energy (zero: lowest compared OMol25 entry of this formula, charge and spin): 426.6 kJ/mol